(1)
ORCA calculation (ωB97M-V with the def2-TZVPD basis set) on the molecule C7H11N.

Geometry (Å):
C: -0.713 1.900 0.142
C: 0.142 0.432 -0.018
C: -0.532 -0.102 -1.130
C: 1.651 0.413 -0.032
C: -0.381 -0.251 1.125
C: -1.428 -1.043 0.635
C: -1.672 -0.847 -0.713
H: -0.232 2.652 -0.612
H: -1.796 1.810 -0.170
H: -0.659 2.069 1.380
H: 2.549 -1.439 0.918
H: 1.954 -1.671 -0.637
H: -0.171 0.220 -2.215
H: 2.116 1.347 0.608
H: 1.729 1.004 -1.067
H: -0.346 -0.017 2.143
H: -2.114 -1.677 1.405
H: -2.243 -1.495 -1.247
N: 2.402 -0.831 -0.080

Output
**Kohn-Sham gap**: 8.525 eV
**Net charge**: 0
**HOMO energy**: -7.94 eV
**LUMO energy**: 0.0216 hartree
**SMILES string**: CC1(CN)C=CC=C1

List of Mulliken charges in e, atom by atom: C -1.027; C 1.717; C -0.539; C -0.956; C -1.195; C -0.078; C -0.980; H 0.303; H 0.323; H 0.297; H 0.306; H 0.298; H 0.233; H 0.300; H 0.300; H 0.543; H 0.235; H 0.534; N -0.614

=====

(2)
ORCA calculation (ωB97M-V with the def2-TZVPD basis set) on the molecule C7H11N.

Geometry (Å):
C: 0.561 -1.877 -0.780
C: -1.205 0.587 -1.331
C: -1.374 0.863 1.174
C: -0.742 0.122 0.027
N: 2.193 0.933 0.917
C: -0.245 -1.143 0.248
C: 1.646 0.026 0.075
C: 1.826 -1.086 -0.561
H: 2.331 1.864 0.550
H: 3.026 0.621 1.400
H: -0.224 -1.540 1.256
H: 0.711 -2.928 -0.529
H: 0.190 -1.766 -1.800
H: -2.277 0.403 -1.452
H: -1.058 1.664 -1.433
H: -2.462 0.746 1.146
H: -1.176 1.935 1.103
H: -1.033 0.487 2.137
H: -0.686 0.089 -2.146

Output
**Kohn-Sham gap**: 7.800 eV
**Net charge**: 0
**HOMO energy**: -7.13 eV
**LUMO energy**: 0.0246 hartree
**SMILES string**: CC(C)=CCC#CN

List of Mulliken charges in e, atom by atom: C -0.399; C -1.258; C -1.481; C 0.924; N -0.409; C -0.518; C 0.339; C -0.690; H 0.259; H 0.263; H 0.304; H 0.331; H 0.254; H 0.328; H 0.320; H 0.374; H 0.341; H 0.359; H 0.360

=====

Stability summary: most stable (2), least stable (1).

=====

(1)
ORCA calculation (ωB97M-V with the def2-TZVPD basis set) on a cluster of 2 separate species, C7H11N in total.

Geometry (Å):
C: 0.961 1.110 -1.315
C: -0.008 0.645 -2.162
C: 1.105 -1.738 1.255
C: -0.648 1.476 1.220
C: -0.035 0.244 0.577
N: 0.946 -0.320 1.211
C: -1.079 -0.549 -0.121
C: -1.853 -1.427 -0.423
H: 1.038 2.166 -1.097
H: 1.892 0.571 -1.237
H: 0.075 -0.316 -2.644
H: -0.859 1.250 -2.435
H: 2.166 -1.973 1.169
H: 0.754 -2.119 2.228
H: 0.550 -2.282 0.468
H: -1.443 1.186 1.911
H: 0.122 2.025 1.766
H: -1.086 2.115 0.449
H: -2.599 -2.066 -0.819

Output
**Kohn-Sham gap**: 9.528 eV
**Net charge**: 0
**HOMO energy**: -8.83 eV
**LUMO energy**: 0.0255 hartree
**SMILES string**: C#C/C(C)=N\C.C=C

List of Mulliken charges in e, atom by atom: C -0.558; C -0.527; C -0.852; C -1.358; C 1.106; N -0.491; C -1.138; C 0.275; H 0.293; H 0.244; H 0.296; H 0.299; H 0.289; H 0.284; H 0.286; H 0.355; H 0.369; H 0.349; H 0.480

=====

(2)
ORCA calculation (ωB97M-V with the def2-TZVPD basis set) on a structure of composition C7H11N.

Geometry (Å):
C: 2.199 -0.638 0.048
C: 0.708 0.724 0.179
C: -1.104 1.157 0.249
C: -1.343 -0.394 0.980
C: -1.050 -0.833 -0.374
C: -1.571 0.432 -0.904
C: 0.615 -0.547 -0.657
H: 2.254 -0.812 1.160
H: 2.925 -1.133 -0.517
H: 2.639 1.501 0.348
H: 0.661 0.036 1.029
H: -1.569 2.012 0.809
H: -2.450 -0.758 1.285
H: -0.386 -0.924 1.776
H: -1.411 -1.779 -0.892
H: -1.195 1.034 -1.772
H: -2.746 0.250 -0.848
H: 0.773 -0.213 -1.724
N: 2.051 0.885 -0.176

Output
**Kohn-Sham gap**: 9.696 eV
**Net charge**: 0
**HOMO energy**: -8.57 eV
**LUMO energy**: 0.0412 hartree

List of Mulliken charges in e, atom by atom: C -0.426; C -0.485; C -0.360; C -0.729; C -0.292; C -0.319; C -0.146; H 0.269; H 0.352; H 0.216; H 0.223; H 0.352; H 0.264; H 0.300; H 0.388; H 0.344; H 0.229; H 0.300; N -0.480

=====

Stability summary: most stable (1), least stable (2).

=====

(1)
ORCA calculation (ωB97M-V with the def2-TZVPD basis set) on a structure of composition C7H11N.

Geometry (Å):
C: -1.394 0.277 -0.066
C: -1.949 0.131 1.331
C: 0.782 -1.801 -1.019
C: 0.976 -0.501 -0.361
N: -1.875 1.400 -0.754
C: 0.446 0.494 0.216
C: 2.842 -0.067 -0.089
C: 3.791 0.570 0.332
H: -1.567 -0.617 -0.661
H: -1.773 2.274 -0.251
H: -1.531 1.484 -1.703
H: 0.703 1.421 0.693
H: -1.699 0.991 1.958
H: -3.041 0.048 1.301
H: -1.556 -0.769 1.808
H: 1.766 -2.264 -1.147
H: 0.170 -2.472 -0.412
H: 0.332 -1.684 -2.009
H: 4.579 1.086 0.833

Output
**Kohn-Sham gap**: 9.217 eV
**Net charge**: 0
**HOMO energy**: -8.38 eV
**LUMO energy**: 0.0308 hartree

List of Mulliken charges in e, atom by atom: C 0.146; C -1.333; C -1.334; C 0.696; N -0.598; C -0.352; C -0.662; C -0.250; H 0.392; H 0.243; H 0.245; H 0.379; H 0.327; H 0.385; H 0.315; H 0.399; H 0.319; H 0.317; H 0.370

=====

(2)
ORCA calculation (ωB97M-V with the def2-TZVPD basis set) on the molecule C7H11N.

Geometry (Å):
C: -0.466 -0.351 -0.343
C: 0.436 -0.610 -1.546
C: -1.796 0.270 -0.753
C: 0.368 0.856 0.647
C: 1.142 0.177 1.609
C: 0.216 2.154 0.429
N: 1.417 -2.314 1.533
C: 1.045 -1.155 1.590
H: -0.711 -1.311 0.118
H: 0.799 -3.081 1.776
H: 1.734 0.695 2.355
H: 1.368 -1.086 -1.243
H: 0.684 0.325 -2.048
H: -0.063 -1.261 -2.268
H: -2.393 0.527 0.121
H: -1.645 1.175 -1.339
H: -2.367 -0.441 -1.354
H: 0.383 2.873 1.219
H: -0.150 2.555 -0.502

Output
**Kohn-Sham gap**: 8.759 eV
**Net charge**: 0
**HOMO energy**: -7.89 eV
**LUMO energy**: 0.0319 hartree
**SMILES string**: C=C(C=C=N)C(C)C

List of Mulliken charges in e, atom by atom: C 0.416; C -1.234; C -1.620; C 0.716; C -1.031; C -0.901; N -0.502; C 0.509; H 0.321; H 0.284; H 0.409; H 0.350; H 0.296; H 0.374; H 0.354; H 0.296; H 0.445; H 0.269; H 0.248

=====

Stability summary: most stable (2), least stable (1).

=====

(1)
ORCA calculation (ωB97M-V with the def2-TZVPD basis set) on the molecule C7H11N.

Geometry (Å):
C: -1.515 -1.494 -0.652
C: -1.838 1.058 -0.825
C: 1.153 -0.581 0.644
C: -1.012 -0.110 -0.388
C: 1.636 0.802 -0.091
C: 1.452 -1.614 1.416
C: 1.890 1.972 0.539
N: 0.055 0.130 0.292
H: 2.150 0.547 -1.011
H: -2.401 -1.697 -0.051
H: -1.809 -1.598 -1.700
H: -2.804 1.057 -0.312
H: -1.327 1.996 -0.602
H: -2.045 0.997 -1.895
H: -0.756 -2.240 -0.435
H: 0.688 -2.107 2.008
H: 2.465 -1.985 1.460
H: 1.335 2.251 1.422
H: 2.680 2.616 0.181

Output
**Kohn-Sham gap (spin up / spin down)**: 7.584 / 7.582 eV
**Net charge**: 0
**HOMO energy (spin up / spin down)**: -6.96 / -6.96 eV
**LUMO energy (spin up / spin down)**: 0.0229 / 0.0229 hartree

List of Mulliken charges in e, atom by atom: C -1.197; C -1.192; C 0.283; C 0.738; C -0.148; C -0.802; C -0.900; N -0.143; H 0.365; H 0.291; H 0.335; H 0.298; H 0.292; H 0.323; H 0.331; H 0.290; H 0.261; H 0.274; H 0.300

=====

(2)
ORCA calculation (ωB97M-V with the def2-TZVPD basis set) on the molecule C7H11N.

Geometry (Å):
C: -2.784 -0.778 0.303
C: -2.039 0.129 -0.244
C: -0.511 0.102 -0.468
C: 0.100 1.483 -0.092
C: 1.636 1.069 0.412
C: 1.847 -1.526 -0.204
C: 0.550 -0.834 0.119
H: -3.859 -0.641 0.200
H: -2.207 -1.669 0.741
H: -2.508 1.070 -0.642
H: -0.317 0.094 -1.617
H: 0.219 2.020 -1.028
H: -0.538 2.060 0.563
H: 1.638 0.965 1.491
H: 2.398 1.741 0.092
H: 2.242 -2.268 0.505
H: 1.989 -2.026 -1.142
H: 0.391 -0.822 1.244
N: 1.753 -0.174 -0.232

Output
**Kohn-Sham gap**: 9.781 eV
**Net charge**: 0
**HOMO energy**: -8.64 eV
**LUMO energy**: 0.0421 hartree
**SMILES string**: C=C[C@H]1CCN2C[C@H]12

List of Mulliken charges in e, atom by atom: C -0.714; C -0.567; C 0.626; C -0.797; C -0.706; C -0.351; C -0.372; H 0.275; H 0.210; H 0.253; H 0.181; H 0.264; H 0.463; H 0.318; H 0.383; H 0.300; H 0.206; H 0.198; N -0.173

=====

(3)
ORCA calculation (ωB97M-V with the def2-TZVPD basis set) on the molecule C7H11N.

Geometry (Å):
C: -1.037 0.175 0.996
C: -0.396 1.326 0.105
C: -0.011 0.711 -1.232
C: 0.489 -0.644 -1.125
C: 0.851 -1.221 0.248
C: -0.476 -1.122 0.795
C: -0.293 -1.720 -0.516
H: -0.962 0.506 1.982
H: -2.085 0.124 0.746
H: -1.125 2.106 0.046
H: 0.600 1.398 -1.962
H: -0.866 0.678 -1.914
H: 1.096 -1.074 -1.907
H: 1.437 1.298 0.963
H: 1.664 -1.923 0.547
H: -0.722 -1.802 1.589
H: -0.494 -2.776 -0.903
H: 1.254 2.483 -0.072
N: 0.777 1.994 0.752

Output
**Kohn-Sham gap**: 10.199 eV
**Net charge**: 0
**HOMO energy**: -9.13 eV
**LUMO energy**: 0.0391 hartree
**SMILES string**: N[C@H]1C[C@@H]2[C@@H]3[C@H](C1)[C@H]23

List of Mulliken charges in e, atom by atom: C -1.203; C -0.048; C -1.030; C 0.180; C -0.822; C 0.117; C -0.466; H 0.504; H 0.338; H 0.389; H 0.382; H 0.313; H 0.465; H 0.329; H 0.312; H 0.441; H 0.284; H 0.278; N -0.763

=====

Stability summary: most stable (3), least stable (2).